11
Properties=species:S:1:pos:R:3:forces:R:3 method="wB97M-V/def2-TZVPD" relative_energy_kj_mol=353.8 gap_ev=10.511 energy_ha=-322.43959 spin_multiplicity=1 e_lumo_ev=-0.8
O -1.289 -0.873 -0.750 0.3 -0.5 -0.9
C -0.313 0.130 -0.851 0.0 -0.1 -0.1
C 0.626 -0.133 0.321 0.7 -0.8 -0.8
O 0.735 -1.272 0.723 0.2 0.6 0.2
C 1.607 0.887 0.686 1.0 0.7 -0.1
N 2.509 1.607 0.761 -0.9 -0.5 0.1
H -1.523 -0.154 0.762 0.1 0.9 1.5
H 0.278 -0.025 -1.759 0.1 0.2 -0.1
H -0.763 1.132 -0.858 0.2 -0.3 0.1
H -1.078 0.280 1.241 -1.2 -0.1 0.3
H -0.789 -1.578 -0.277 -0.5 -0.1 -0.4